Record 1
DFT (ωB97M-V/def2-TZVPD) results for a molecular structure, C24H29AsN2O10PtS3.

Geometry as XYZ:
```
70
Properties=species:S:1:pos:R:3:forces:R:3
Pt -0.381 0.166 -1.494 -0.35 -0.16 -0.11
As 1.754 -1.460 3.305 -0.05 -0.03 -0.06
S 1.391 0.992 0.814 -0.38 -0.12 0.73
S 0.156 -2.731 -3.196 -0.48 -0.20 -0.08
S -0.333 -3.124 1.672 0.10 0.12 -0.05
O -1.254 -2.821 0.619 -0.04 -0.01 -0.08
O 1.093 -0.137 -0.149 0.06 -0.02 -0.37
O 1.486 2.255 0.138 0.11 0.16 -0.10
O 0.398 -1.456 -2.412 0.67 0.26 0.35
O 0.449 0.946 1.925 0.38 0.03 -0.17
O 2.247 -2.873 3.891 -0.03 -0.02 0.00
O 0.376 -1.834 2.090 -0.01 -0.04 0.13
O -1.895 0.436 -2.812 0.19 -0.08 -0.04
O 0.867 -0.486 4.393 0.01 0.06 -0.10
O -3.471 1.936 -3.345 -0.02 -0.01 0.01
N -2.193 2.305 -1.567 0.05 0.09 0.13
N -1.085 1.931 -0.769 -0.01 0.07 -0.05
C -1.180 -4.984 5.116 0.04 0.01 -0.01
C -0.452 -4.405 4.091 -0.06 0.03 0.01
C 5.500 -0.326 2.181 0.03 -0.03 0.03
C 1.746 -3.578 -0.043 0.06 0.06 0.04
C -2.568 -4.992 5.074 -0.03 0.00 0.00
C -3.179 -2.926 -5.398 0.02 0.00 -0.02
C -1.849 -2.905 -4.998 -0.02 0.02 0.00
C -3.839 1.118 -4.499 0.00 0.02 0.05
C -2.556 -2.619 -2.692 0.01 -0.01 0.01
C 4.086 1.117 0.875 -0.01 0.01 0.03
C 4.379 -0.954 2.715 -0.03 -0.01 0.00
C 0.161 -4.096 -2.021 -0.07 -0.10 -0.13
C -3.251 -4.426 4.004 0.00 0.00 0.00
C 2.970 0.504 1.411 0.03 -0.03 -0.03
C -1.156 -3.840 3.028 -0.03 -0.05 -0.01
C 0.966 -4.193 1.136 -0.05 -0.03 0.04
C -2.549 -3.848 2.963 0.01 -0.01 0.01
C 3.109 -0.535 2.336 0.02 0.07 -0.03
C -2.503 1.507 -2.603 -0.13 0.13 -0.18
C -1.556 -2.762 -3.650 0.01 -0.02 -0.04
C -4.185 -2.792 -4.454 0.00 -0.01 0.01
C -3.876 -2.631 -3.105 -0.01 -0.02 0.01
C 5.354 0.705 1.273 0.00 0.04 -0.03
C 1.527 -4.302 -1.370 0.06 -0.05 -0.01
H -4.165 0.140 -4.156 0.01 0.01 -0.01
H -3.425 -3.049 -6.444 0.00 -0.01 0.00
H -0.655 -3.970 -1.310 0.03 0.05 -0.01
H -2.604 3.221 -1.459 -0.01 -0.01 0.02
H 4.491 -1.762 3.428 0.00 0.00 0.00
H -4.648 1.662 -4.971 0.00 0.00 0.00
H 1.523 -2.513 -0.147 0.01 0.00 -0.01
H -2.984 1.030 -5.163 0.01 0.00 -0.01
H -3.060 -3.418 2.114 0.00 0.01 0.01
H 0.477 -5.138 0.891 -0.01 0.00 0.01
H -4.670 -2.530 -2.377 0.00 0.00 0.00
H 3.958 1.917 0.158 0.00 0.00 0.00
H 6.227 1.196 0.864 0.00 0.00 0.00
H -1.372 1.846 0.207 -0.02 0.02 0.06
H 0.626 -4.369 4.139 0.06 0.01 0.00
H -0.087 -4.935 -2.679 0.00 -0.03 0.06
H 2.805 -3.645 0.209 0.00 0.02 0.01
H 2.314 -4.000 -2.066 0.00 0.00 0.01
H 1.588 -4.339 2.022 0.02 -0.01 -0.01
H 1.669 -5.374 -1.216 0.01 0.00 -0.01
H -0.330 2.628 -0.814 -0.09 -0.13 0.01
H -3.125 -5.447 5.882 0.00 0.00 0.00
H -5.221 -2.818 -4.767 -0.01 0.00 0.00
H -0.658 -5.427 5.953 0.00 0.00 0.00
H -4.332 -4.443 3.978 0.00 0.00 0.00
H -2.305 -2.492 -1.645 -0.02 0.00 -0.01
H -1.052 -3.001 -5.726 0.00 -0.01 0.00
H 0.583 0.335 3.950 -0.02 0.00 -0.01
H 6.485 -0.649 2.487 0.00 0.00 0.00
```
Positions in Å, forces in eV/Å.

Summary:
energy: -145389.3367 eV
relative energy (zero: lowest compared OMol25 entry of this formula, charge and spin): 1.0 kcal per mole
HOMO: -14.707 eV
total charge: +2
gap between HOMO and LUMO: 9.53 eV



Record 2
DFT (ωB97M-V/def2-TZVPD) results for 2 unconnected molecules or ions with the total composition C15H30NO2P2S2.

Geometry as XYZ:
```
52
Properties=species:S:1:pos:R:3:forces:R:3
S 3.898 2.315 -0.587 -0.36 -0.56 0.26
S 1.014 -2.255 4.008 0.17 -0.14 -0.21
P 0.916 -2.451 2.081 -0.57 0.69 2.17
P 4.507 0.580 -1.125 0.00 2.68 -0.26
O 6.128 0.630 -1.227 -0.96 -1.36 0.39
O 4.051 0.166 -2.605 1.02 -0.56 0.81
N 2.826 -1.044 0.489 -0.15 0.46 -0.16
C 5.137 -1.455 0.632 0.91 -0.21 0.13
C -6.563 1.988 -0.129 0.02 0.02 0.13
C -5.399 2.805 0.423 -0.05 -0.01 -0.13
C 4.941 -2.471 1.555 -0.51 0.22 0.10
C 0.052 -0.183 -1.981 0.39 -0.80 1.11
C 1.657 -0.328 -0.084 -1.53 -0.53 -0.28
C -2.105 1.391 1.598 -0.04 -0.27 0.18
C 3.635 -2.727 1.956 0.97 -0.56 0.20
C 4.085 -0.748 0.093 0.36 -0.29 -0.45
C 1.685 -2.117 -1.924 -0.77 0.14 0.31
C 0.785 -1.209 -1.050 0.79 0.85 -0.97
C -3.535 1.276 -0.493 -0.16 -0.08 -0.20
C 2.603 -2.003 1.413 -0.93 -0.38 -0.59
C -3.182 0.625 0.839 0.14 0.06 -0.02
C -4.124 2.685 -0.412 0.08 0.08 0.13
H -2.628 1.315 -1.107 -0.03 0.02 -0.03
H -6.340 0.920 -0.136 -0.03 0.00 -0.03
H 2.289 -2.770 -1.279 -0.02 -0.09 -0.49
H 0.026 -1.798 -0.520 0.30 0.05 0.02
H 1.038 0.006 0.761 0.31 0.07 -0.18
H -5.205 2.515 1.460 0.03 0.01 -0.01
H 3.467 -3.512 2.691 -0.32 0.29 -0.10
H -4.332 3.031 -1.429 -0.01 -0.01 0.01
H -2.821 -0.390 0.637 -0.05 -0.02 0.03
H -3.374 3.373 -0.011 0.01 -0.01 -0.02
H 0.820 0.313 -2.588 -0.41 -0.02 -0.05
H 6.156 -1.220 0.334 -0.29 -0.05 -0.11
H 6.422 0.936 -0.352 0.37 0.31 -0.38
H -0.071 -1.563 1.604 0.39 -0.39 -0.58
H -0.670 -0.738 -2.588 0.10 0.40 -0.05
H 1.035 -2.712 -2.578 0.28 -0.09 0.27
H -4.067 0.512 1.470 -0.02 0.02 -0.05
H -6.803 2.294 -1.150 0.01 -0.04 0.00
H -0.457 0.546 -1.337 -0.07 -0.02 -0.44
H 2.311 -1.513 -2.590 0.03 -0.15 0.34
H 4.833 -0.144 -3.099 -0.34 -0.05 -0.24
H 0.521 -3.757 1.712 0.40 0.29 -0.74
H -7.453 2.134 0.483 -0.02 -0.03 -0.05
H -5.693 3.857 0.451 0.04 -0.01 0.05
H -2.435 2.394 1.869 0.07 0.02 -0.04
H -1.853 0.868 2.525 0.06 0.08 0.01
H 1.926 0.572 -0.639 0.58 -0.28 0.33
H -4.233 0.626 -1.029 0.02 0.01 -0.01
H -1.194 1.475 0.996 -0.01 0.12 0.00
H 5.773 -3.038 1.969 -0.16 0.14 -0.15
```
Positions in Å, forces in eV/Å.

Summary:
energy: -61869.8991 eV
relative energy (zero: lowest compared OMol25 entry of this formula, charge and spin): 11.6 kcal per mole
HOMO: -12.175 eV
total charge: +1
gap between HOMO and LUMO: 7.22 eV



Record 3
DFT (ωB97M-V/def2-TZVPD) results for a molecular structure, C24H45Cl2CrN3O2Si4Te.

Geometry as XYZ:
```
82
Properties=species:S:1:pos:R:3:forces:R:3
Te -0.650 0.966 -2.490 0.24 0.31 -1.15
Cr -0.284 1.661 0.122 1.55 0.03 0.01
Cl -1.778 -0.152 -0.235 -0.86 -0.76 1.16
Cl -1.626 1.372 2.096 -0.43 -0.04 0.68
Si -1.758 4.695 -2.617 0.03 0.10 -0.03
Si -2.461 2.570 -3.319 0.11 -0.15 0.20
Si -4.554 1.962 -2.437 -0.06 0.09 -0.07
Si -2.150 2.233 -5.638 -0.07 0.07 -0.02
O 0.528 3.329 1.206 -0.08 -0.19 0.00
O 2.466 2.372 -2.728 -0.06 0.09 0.15
N 3.259 -1.268 1.839 0.09 -0.05 0.04
N 1.254 2.652 -0.752 -0.09 0.36 -0.37
N 1.407 0.274 0.916 -0.51 0.24 -0.15
C 3.804 6.406 0.194 0.00 -0.02 -0.03
C 3.709 -0.634 0.608 -0.03 -0.01 0.01
C 2.928 -0.241 2.818 -0.01 0.00 -0.01
C -2.629 0.474 -6.067 0.05 0.03 0.04
C 1.337 3.515 0.265 -0.25 0.04 0.00
C -4.977 0.191 -2.873 0.05 0.02 0.03
C 2.793 5.632 0.759 0.03 -0.05 0.01
C 2.381 4.527 0.042 0.01 0.07 -0.01
C -1.866 4.761 -0.733 0.03 -0.09 -0.06
C 4.370 6.068 -1.032 -0.02 -0.01 0.03
C 2.072 -2.051 1.543 0.00 0.03 0.01
C -2.899 6.016 -3.303 0.01 -0.04 0.04
C -3.264 3.454 -6.523 0.02 -0.05 0.01
C 2.654 0.380 0.105 0.08 -0.08 -0.01
C 0.001 5.028 -3.195 -0.01 -0.09 0.03
C 0.993 -1.153 0.886 0.02 -0.10 0.02
C 1.743 0.628 2.321 0.07 -0.03 0.08
C 2.223 2.977 -1.719 0.22 -0.15 0.01
C -0.356 2.571 -6.054 -0.02 -0.01 0.04
C -2.287 -0.201 1.568 -0.05 0.19 -0.43
C 2.938 4.192 -1.186 -0.03 0.11 -0.07
C -5.824 3.129 -3.181 0.00 -0.07 0.01
C 3.946 4.946 -1.744 0.00 -0.03 0.02
C -4.579 2.176 -0.566 0.00 -0.03 -0.01
H -6.834 2.755 -3.002 -0.03 0.00 0.02
H 2.349 -2.867 0.876 -0.04 -0.02 0.02
H 0.327 2.012 -5.413 0.03 -0.03 0.01
H -3.073 4.477 -6.199 0.02 0.03 0.00
H -2.071 -0.250 -5.470 0.02 -0.03 0.01
H 5.151 6.694 -1.442 0.02 0.00 0.00
H -5.758 4.125 -2.743 0.03 0.04 0.02
H -5.012 0.045 -3.953 -0.01 0.00 -0.04
H 3.887 -1.414 -0.133 0.03 0.00 0.00
H 3.033 1.392 0.205 0.00 0.00 0.03
H 4.155 7.286 0.714 0.02 0.01 0.01
H -1.497 3.849 -0.248 -0.01 0.02 0.02
H -2.828 6.084 -4.389 0.02 -0.01 -0.04
H 4.383 4.675 -2.695 -0.01 0.02 -0.04
H 2.677 -0.728 3.761 0.01 0.03 0.01
H -5.698 3.232 -4.259 0.00 -0.01 -0.05
H 2.354 5.883 1.714 -0.02 0.02 0.00
H 1.705 -2.486 2.473 -0.01 -0.02 -0.02
H -0.123 3.630 -5.939 0.00 0.04 0.00
H 4.659 -0.133 0.800 0.01 0.00 -0.04
H -2.424 0.265 -7.118 0.00 0.01 -0.04
H 0.823 -1.426 -0.156 -0.03 0.02 0.02
H -3.943 5.831 -3.050 -0.05 -0.01 0.03
H 0.051 -1.248 1.423 0.06 -0.01 -0.03
H -4.253 -0.517 -2.469 0.04 -0.01 0.01
H -3.773 1.623 -0.084 0.00 0.00 0.00
H 0.534 4.110 -3.444 0.01 -0.02 0.01
H 2.396 0.217 -0.942 -0.01 0.06 0.00
H -4.478 3.223 -0.285 0.00 0.06 0.01
H -2.626 6.992 -2.894 0.01 0.03 0.01
H -1.821 -1.006 2.123 0.02 -0.01 -0.06
H -5.961 -0.065 -2.472 -0.02 -0.01 0.02
H -5.525 1.815 -0.157 -0.05 -0.01 -0.01
H 3.816 0.369 2.985 -0.01 0.01 0.01
H -1.282 5.592 -0.332 0.04 0.01 0.02
H -3.691 0.303 -5.892 -0.03 -0.01 0.00
H 0.573 5.557 -2.429 0.00 0.05 0.01
H -0.007 5.652 -4.090 -0.01 0.03 -0.03
H -3.369 -0.192 1.651 0.02 0.03 -0.03
H -4.318 3.238 -6.345 -0.04 -0.01 0.01
H -0.148 2.293 -7.089 -0.02 0.00 -0.04
H -2.898 4.896 -0.411 -0.05 -0.01 0.01
H -3.095 3.411 -7.600 0.01 -0.01 -0.04
H 1.975 1.691 2.359 -0.02 -0.02 0.00
H 0.853 0.463 2.930 0.02 0.00 -0.02
```
Positions in Å, forces in eV/Å.

Summary:
multiplicity: 2
<S²>: 1.11
energy: -126449.8043 eV
relative energy (zero: lowest compared OMol25 entry of this formula, charge and spin): 29.7 kcal per mole
HOMO (spin up / spin down): -10.055 / -10.177 eV
total charge: +1
gap between HOMO and LUMO (spin up / spin down): 5.78 / 7.18 eV